[1]
DFT (ωB97M-V/def2-TZVPD) results for C10H15Co as an isolated structure.

Last column: natural (NBO) charge in e.
Positions of all 26 atoms, in Å:
Co: -0.0035 0.0010 1.1340  1.251
C: -2.2026 1.9116 -0.6998  -0.647
C: -1.0652 0.9282 -0.7186  0.017
C: 0.2669 1.3695 -0.6971  -0.321
C: 1.3434 0.4571 -0.7053  0.001
C: 2.7620 0.9547 -0.6727  -0.647
C: 1.0603 -0.9174 -0.6885  -0.275
C: -0.2685 -1.3931 -0.7092  -0.011
C: -0.5543 -2.8693 -0.6808  -0.644
C: -1.3167 -0.4600 -0.7014  -0.319
H: -2.4790 2.1663 0.3247  0.248
H: -3.0811 1.4954 -1.1889  0.244
H: -1.9254 2.8323 -1.2096  0.245
H: 0.4731 2.4322 -0.7062  0.258
H: 3.0695 1.1852 0.3485  0.248
H: 2.8616 1.8642 -1.2627  0.246
H: 3.4462 0.2079 -1.0698  0.243
H: 1.8775 -1.6272 -0.6902  0.249
H: -0.6838 -3.2198 0.3444  0.248
H: 0.2643 -3.4313 -1.1259  0.244
H: -1.4674 -3.0948 -1.2284  0.246
H: -2.3398 -0.8135 -0.7139  0.258
C: -0.0088 0.0047 3.0654  -1.077
H: -1.0243 -0.1843 3.4157  0.232
H: 0.3333 0.9789 3.4169  0.232
H: 0.6622 -0.7787 3.4197  0.232

Forces on atoms 1 to 6 (eV/Å):
Co 0.00 0.00 0.34
C 0.03 -0.03 -0.06
C -0.08 0.08 0.02
C -0.03 0.00 -0.13
C 0.12 0.04 0.01
C -0.04 -0.02 -0.06

2S+1 = 4
E = -48232.7007 eV
frontier orbital gap (alpha / beta) = 10.2 / 8.8 eV
<S²> = 3.7673
total charge = +1

***

[2]
DFT (ωB97M-V/def2-TZVPD) results for C10H15N in the gas phase.

Last column: natural (NBO) charge in e.
Positions of all 26 atoms, in Å:
C: 2.0907 -0.8799 0.3195  0.286
C: 0.9785 1.2213 -0.6758  0.088
C: 0.9661 1.9509 -1.7558  -0.306
C: 0.8901 1.2398 0.7897  -0.236
C: 0.8707 -0.1041 0.0336  -0.173
C: -0.1016 1.8704 1.7090  -0.604
C: -0.8646 -1.4922 1.1905  -0.637
C: -0.1802 -1.9793 -1.1575  -0.603
C: -1.5495 -0.0222 -0.7434  -0.612
C: -0.4535 -0.8962 -0.1133  -0.047
N: 3.0862 -1.4826 0.4313  -0.334
H: 1.0434 1.5848 -2.8401  0.183
H: 0.9996 2.9874 -1.7608  0.178
H: 1.8970 1.4572 1.3195  0.219
H: -0.5624 1.2205 2.3068  0.215
H: -0.7608 2.3666 1.0971  0.207
H: 0.4263 2.7152 2.3374  0.217
H: -0.8356 -2.5968 1.1220  0.225
H: -1.9993 -1.4943 1.4371  0.221
H: -0.3061 -1.2280 2.0709  0.223
H: -1.0547 -2.5537 -1.4317  0.214
H: 0.1312 -1.4954 -2.0562  0.200
H: 0.6917 -2.5192 -0.8608  0.224
H: -2.4546 -0.6297 -0.8016  0.216
H: -1.2672 -0.0438 -1.8188  0.221
H: -1.6813 0.8033 -0.1486  0.213

Forces on atoms 1 to 6 (eV/Å):
C 1.49 -1.21 -0.60
C -0.01 -6.63 10.75
C 0.00 3.75 -11.01
C 2.73 0.46 -0.38
C -0.16 1.30 0.00
C 3.15 3.56 -0.50

2S+1 = 3
E = -12095.1633 eV
frontier orbital gap (alpha / beta) = 6.4 / 7.7 eV
<S²> = 2.0071
energy relative to the best compared isomer or geometry (same formula, charge and spin) = 43.3 kcal/mol

***

[3]
DFT (ωB97M-V/def2-TZVPD) results for a 2-piece molecular cluster, C10H15N2O2 overall.

Last column: natural (NBO) charge in e.
Positions of all 29 atoms, in Å:
N: -0.0735 0.1312 2.5126  -1.140
C: 0.4780 0.0988 1.1812  -0.200
C: 1.8785 0.7703 1.1076  -0.431
C: 1.8755 2.1650 1.7505  -0.461
C: 2.3934 3.2969 0.8733  -0.070
O: 1.8728 3.2935 -0.4770  -0.508
C: 0.5787 3.5654 -0.5940  0.656
O: -0.0153 3.5049 -1.6396  -0.595
H: -1.0104 0.5218 2.4460  0.284
H: 0.6516 -0.9421 0.8168  0.109
H: -0.1889 0.5607 0.4247  0.125
H: 2.2246 0.8319 0.0660  0.176
H: 2.5717 0.1202 1.6556  0.186
H: 0.8559 2.3721 2.1036  0.231
H: 2.5002 2.1750 2.6527  0.205
H: 3.4801 3.2498 0.7508  0.180
H: 2.1598 4.2652 1.3406  0.160
H: 0.0801 3.8795 0.3374  0.099
N: -1.8547 -2.1085 -0.3209  -0.373
C: -2.4931 -1.7113 -1.4156  0.039
C: -2.6783 -2.5180 -2.5312  -0.272
C: -2.1658 -3.8052 -2.5041  -0.187
C: -1.4914 -4.2282 -1.3696  -0.272
C: -1.3647 -3.3420 -0.3076  0.040
H: -2.8655 -0.6923 -1.3999  0.194
H: -3.2051 -2.1413 -3.3982  0.208
H: -2.2850 -4.4653 -3.3548  0.203
H: -1.0683 -5.2222 -1.3064  0.208
H: -0.8409 -3.6257 0.5995  0.201

Forces on atoms 1 to 6 (eV/Å):
N 0.22 0.11 -0.21
C -0.27 -0.17 0.53
C 0.01 0.10 0.08
C 0.06 0.08 -0.14
C 0.21 0.01 0.43
O -0.09 -0.03 0.02

E = -17686.6936 eV
frontier orbital gap = 4.3 eV
total charge = -1
energy relative to the best compared isomer or geometry (same formula, charge and spin) = 1.1 kcal/mol

***

[4]
DFT (ωB97M-V/def2-TZVPD) results for C10H15N2O3S2Se2Te2V as an isolated structure.

Last column: natural (NBO) charge in e.
Positions of all 37 atoms, in Å:
V: -1.1989 0.9442 0.0916  0.198
Se: -0.0388 -0.0804 1.4023  0.022
Te: 2.3068 -0.8582 1.0577  -0.076
Te: 4.5112 -2.1857 1.5652  -0.748
Se: 0.6919 0.3746 -0.3787  0.060
C: 1.0804 -4.6547 2.1423  -0.443
N: 0.0438 -4.1564 1.2480  -0.611
C: 0.3258 -3.6812 0.0088  0.353
S: -0.7884 -2.5800 -0.6828  -0.380
N: 1.4863 -4.0336 -0.5579  -0.614
C: 2.0603 -3.3769 -1.7211  -0.426
H: 0.6106 -4.9617 3.0743  0.202
H: 1.8230 -3.8736 2.3641  0.228
H: 1.5938 -5.5144 1.7148  0.193
H: -0.6793 -3.6220 1.7022  0.408
H: 2.2198 -4.3536 0.0753  0.409
H: 1.5344 -2.4356 -1.9123  0.237
H: 2.0150 -4.0229 -2.5974  0.185
H: 3.1001 -3.1358 -1.4696  0.224
C: -3.0690 4.7764 4.9005  -0.629
C: -2.9908 4.1992 3.5153  0.006
C: -1.7923 4.1995 2.8093  -0.210
C: -1.7250 3.6456 1.5387  -0.202
C: -2.8612 3.0946 0.9719  -0.286
C: -4.0668 3.0846 1.6653  -0.203
C: -4.1292 3.6524 2.9240  -0.206
S: -2.8850 2.0860 -0.4886  2.316
O: -2.9085 0.7335 0.1538  -0.839
O: -3.9676 2.3662 -1.3639  -0.900
O: -1.5252 2.2418 -1.0793  -0.837
H: -2.1579 5.3177 5.1483  0.216
H: -3.2127 3.9828 5.6365  0.224
H: -3.9181 5.4573 4.9714  0.216
H: -0.8969 4.6222 3.2452  0.219
H: -0.7935 3.7067 0.9831  0.248
H: -4.9255 2.6207 1.1956  0.235
H: -5.0704 3.6635 3.4599  0.210

Forces on atoms 1 to 6 (eV/Å):
V 1.15 0.12 2.16
Se -3.16 -4.34 14.86
Te 5.51 -2.86 1.77
Te 1.24 -0.75 0.13
Se 8.69 2.01 -13.41
C 0.14 0.35 0.06

2S+1 = 4
E = -212366.5102 eV
frontier orbital gap (alpha / beta) = 5.1 / 5.1 eV
<S²> = 3.9044
total charge = -1
energy relative to the best compared isomer or geometry (same formula, charge and spin) = 245.4 kcal/mol

***

[5]
DFT (ωB97M-V/def2-TZVPD) results for C10H15N3O in the gas phase.

Last column: natural (NBO) charge in e.
Positions of all 29 atoms, in Å:
C: -2.9142 2.3540 -0.4567  0.235
C: -0.3214 0.5452 0.1401  0.621
C: 3.2997 1.4234 0.2076  -0.394
C: 3.3672 0.1135 -0.5211  -0.403
C: 2.0362 1.3488 1.0815  -0.394
C: 1.8737 -0.2091 -0.8021  -0.405
C: -2.1321 1.2967 -0.9377  -0.256
C: 1.1456 0.1872 0.4986  -0.268
C: -2.5145 -0.1486 0.6013  0.348
C: -4.4896 -1.3427 -0.1313  -0.418
N: -3.5232 3.1660 0.0987  -0.356
N: -0.7493 1.2596 -0.8127  -0.513
N: -3.0673 -1.3436 0.1591  -0.612
O: -1.1732 -0.1467 0.8548  -0.495
H: 4.1586 1.5568 0.7185  0.211
H: 3.0455 2.2163 -0.6235  0.194
H: 3.9170 0.2523 -1.5881  0.219
H: 3.8031 -0.6244 0.2076  0.202
H: 2.2357 0.9988 2.0135  0.204
H: 1.5210 2.2217 0.9869  0.220
H: 1.4869 0.3576 -1.7176  0.236
H: 1.5345 -1.3307 -0.8573  0.212
H: -2.5290 0.9445 -1.9945  0.221
H: 1.0659 -0.5927 1.2179  0.218
H: -3.1444 0.3619 1.2322  0.184
H: -5.0740 -0.5415 0.4464  0.214
H: -4.5829 -1.0207 -1.1315  0.184
H: -4.8922 -2.3663 -0.1254  0.211
H: -2.6293 -1.7617 -0.6888  0.379

Forces on atoms 1 to 6 (eV/Å):
C -0.15 1.42 1.10
C 1.60 0.62 -0.99
C -3.97 0.91 -3.40
C 0.14 -0.94 -2.23
C 0.17 -2.27 -2.73
C -0.96 -2.06 -0.19

E = -17127.0680 eV
frontier orbital gap = 8.7 eV
energy relative to the best compared isomer or geometry (same formula, charge and spin) = 75.6 kcal/mol

***

[6]
DFT (ωB97M-V/def2-TZVPD) results for C10H15N3O2S2 in the gas phase.

Last column: natural (NBO) charge in e.
Positions of all 32 atoms, in Å:
C: -0.2550 0.5314 2.0789  -0.613
C: 0.0947 2.0149 2.1027  -0.422
C: 1.5691 2.2585 2.3631  -0.639
S: 2.4888 2.3232 0.7993  2.303
O: 1.8321 3.2422 -0.0860  -0.956
O: 3.8719 2.5428 1.1193  -0.946
N: 2.2968 0.7840 0.1863  -0.882
C: 1.8276 0.6111 -1.1767  -0.261
C: 0.8201 -0.4886 -1.2453  0.117
C: -0.5338 -0.3860 -1.4562  -0.131
N: -1.0151 -1.6645 -1.3956  -0.342
C: -2.2144 -2.3306 -1.5073  0.160
C: -3.4715 -1.5837 -1.7805  -0.638
C: -2.0473 -3.6573 -1.3393  -0.416
S: -0.3899 -4.1233 -1.0388  0.401
C: 0.0702 -2.4666 -1.1472  0.175
N: 1.1849 -1.7925 -1.0522  -0.488
H: 0.3452 0.0118 1.3384  0.228
H: -0.0711 0.0830 3.0531  0.199
H: -1.3065 0.3963 1.8360  0.206
H: -0.1476 2.4736 1.1423  0.225
H: -0.5026 2.5117 2.8711  0.212
H: 1.7569 3.2271 2.8191  0.246
H: 2.0335 1.4792 2.9587  0.234
H: 3.0540 0.1723 0.4423  0.415
H: 2.6582 0.3942 -1.8579  0.210
H: 1.3657 1.5571 -1.4636  0.245
H: -1.1533 0.4654 -1.6408  0.225
H: -4.3118 -2.2694 -1.8256  0.234
H: -3.6522 -0.8500 -0.9953  0.227
H: -3.3946 -1.0524 -2.7290  0.228
H: -2.8028 -4.4149 -1.3731  0.243

Forces on atoms 1 to 6 (eV/Å):
C -0.07 0.11 0.01
C -0.21 -0.25 0.01
C 0.27 0.14 -0.84
S 0.35 -0.33 0.55
O -0.29 -0.10 -0.09
O -0.05 -0.23 0.14

E = -40848.8884 eV
frontier orbital gap = 9.0 eV

***

[7]
DFT (ωB97M-V/def2-TZVPD) results for an isolated ion of composition C10H15N4 and charge +1.

Last column: natural (NBO) charge in e.
Positions of all 29 atoms, in Å:
C: -0.6934 -1.3905 0.7439  -0.390
C: -0.1436 -1.4636 -0.5030  -0.017
C: -0.7978 -2.0517 -1.6398  -0.673
C: 1.2043 -0.8802 -0.6695  0.012
C: 2.0481 -1.6054 -1.6648  -0.660
C: 1.6426 0.2787 0.0162  0.311
N: 2.9222 0.8022 -0.0065  -0.817
N: 0.7329 0.9881 0.7066  -0.421
C: 0.5688 1.8126 1.6433  0.205
N: -0.8181 2.1119 1.6303  -0.311
C: -1.4923 2.9474 2.4138  -0.045
C: -2.7740 2.7622 2.2146  -0.051
N: -2.8838 1.9534 1.1623  -0.447
C: -1.6772 1.4826 0.7689  0.246
H: -0.0925 -1.0012 1.5461  0.216
H: -1.6288 -1.8590 0.8885  0.202
H: -0.2333 -2.9448 -2.1012  0.252
H: -1.8290 -2.2721 -1.3728  0.236
H: -0.6274 -1.5013 -2.6062  0.237
H: 2.2456 -2.6427 -1.4046  0.245
H: 1.5490 -1.5599 -2.7415  0.239
H: 3.0788 -1.1469 -1.8540  0.224
H: 3.6984 0.4935 -0.6151  0.407
H: 2.8805 1.8028 0.0171  0.376
H: 1.1044 2.7199 1.9226  0.194
H: -1.0566 3.7581 3.0536  0.263
H: -3.5837 3.3441 2.4814  0.242
H: -3.7522 1.5973 0.9052  0.437
H: -1.5906 0.7870 -0.0505  0.288

Forces on atoms 1 to 6 (eV/Å):
C 1.10 -0.30 -1.74
C 1.41 1.82 2.78
C 0.75 -1.71 -3.11
C 0.23 1.19 0.34
C 1.27 1.17 -2.49
C 0.13 -1.61 -1.45

E = -16564.0913 eV
frontier orbital gap (alpha / beta) = 6.9 / 6.9 eV
total charge = +1
energy relative to the best compared isomer or geometry (same formula, charge and spin) = 107.1 kcal/mol

***

[8]
DFT (ωB97M-V/def2-TZVPD) results for a 2-piece molecular cluster, C10H15N4 overall.

Last column: natural (NBO) charge in e.
Positions of all 29 atoms, in Å:
C: -2.2372 -0.1984 -1.3063  -0.215
C: -2.4731 -0.6708 1.1103  -0.202
C: -0.9649 -0.7340 -1.1950  0.012
C: -1.1389 -1.0641 1.0417  0.034
C: -3.0527 -0.1165 -0.1165  -0.094
C: 1.7564 0.3837 0.6010  0.616
C: -4.3597 0.3820 -0.0700  -0.230
C: 3.0168 -1.3964 0.0463  -0.232
C: 2.9921 -0.3401 -1.1510  -0.208
C: 0.2419 2.2543 0.8132  -0.462
N: 2.1810 -0.8513 1.0149  -0.456
N: 2.3914 0.7425 -0.5640  -0.557
N: 0.8356 1.0370 1.2230  -0.223
N: -0.3940 -1.0958 -0.0621  -0.473
H: -2.6503 0.1630 -2.3194  0.244
H: -2.9384 -0.6722 1.9552  0.209
H: -0.3367 -0.8187 -2.0354  0.191
H: -0.6229 -1.3518 1.9547  0.188
H: -5.1243 0.1616 0.6329  0.212
H: -4.6852 1.1267 -0.9268  0.201
H: 2.6872 -2.2440 -0.4643  0.234
H: 4.0823 -1.4647 0.3884  0.221
H: 4.0401 -0.2041 -1.4278  0.220
H: 2.4587 -0.7347 -1.9894  0.202
H: 0.9666 2.9537 1.0411  0.255
H: 0.1867 2.2982 -0.3571  0.197
H: -0.7137 2.2893 1.3920  0.260
H: 2.0380 1.5198 -1.0306  0.414
H: 1.8174 -1.3542 1.8011  0.445

Forces on atoms 1 to 6 (eV/Å):
C -1.15 0.79 -0.46
C 3.59 0.52 -6.87
C -1.13 0.77 -0.07
C -0.88 0.05 0.76
C 0.71 -1.27 1.16
C 1.83 -1.87 -1.44

E = -16562.8763 eV
frontier orbital gap (alpha / beta) = 8.7 / 4.4 eV
total charge = +1
energy relative to the best compared isomer or geometry (same formula, charge and spin) = 135.2 kcal/mol